(1)
16
Properties=species:S:1:pos:R:3:mulliken_charge:R:1 method="wB97M-V/def2-TZVPD" spin_multiplicity=1 total_energy_ev=-19129.738 e_above_lowest_ev=0.683 gap_ev=9.41 max_force_ev_per_a=2.291 mol_weight_g_mol=128.200
H -0.61862 0.39799 -3.18484 0.24
N -1.17371 0.28761 -2.31341 -0.66
C -0.52409 -0.01376 -1.25749 0.26
N 0.81631 -0.41405 -1.04529 -0.42
C 0.93213 -0.38252 0.48131 -0.14
C 0.79209 1.01181 1.10703 -0.71
S -0.99861 1.46999 0.87691 -0.22
C -1.28103 -0.05617 0.04491 0.05
C -0.39204 -0.99503 0.83600 -0.88
H 1.44045 0.25454 -1.48590 0.31
H 1.84671 -0.96908 0.75573 0.33
H 1.06783 1.03112 2.17353 0.40
H 1.49068 1.76285 0.71483 0.41
H -2.32941 -0.30900 -0.05448 0.38
H -0.47485 -2.01333 0.43653 0.32
H -0.59383 -1.06295 1.91462 0.33

(2)
21
Properties=species:S:1:pos:R:3:mulliken_charge:R:1 method="wB97M-V/def2-TZVPD" spin_multiplicity=1 total_energy_ev=-14956.672 e_above_lowest_ev=2.544 gap_ev=8.70 max_force_ev_per_a=3.215 smiles="CC(=O)C1=C(C#N)C(C)(C)N=N1" mol_weight_g_mol=163.180
C -1.96235 -2.77531 1.06294 -1.14
C -1.74709 -1.30943 1.15569 0.55
O -2.14356 -0.62270 2.08470 -0.55
C -0.70279 -0.63465 0.27982 0.28
C -0.23486 0.67296 0.25253 0.38
C -0.60150 1.77916 1.05947 -0.02
N -0.80091 2.65303 1.77546 -0.46
C 0.91622 0.65102 -0.66522 1.36
C 2.19596 1.25374 -0.02379 -1.41
C 0.54699 1.24481 -2.01316 -1.27
N 1.02945 -0.79109 -1.02889 -0.61
N 0.06327 -1.44670 -0.57765 -0.15
H -1.25323 -3.18428 0.37139 0.32
H -2.98231 -2.80677 0.74423 0.34
H -1.64787 -3.12414 2.02525 0.31
H 3.17428 1.11900 -0.70639 0.32
H 2.46573 0.78430 0.93714 0.36
H 2.02556 2.36398 0.20186 0.35
H 1.47018 1.03827 -2.63820 0.33
H 0.58986 2.41282 -2.08472 0.29
H -0.40102 0.72196 -2.21246 0.42

(3)
18
Properties=species:S:1:pos:R:3:mulliken_charge:R:1 method="wB97M-V/def2-TZVPD" spin_multiplicity=1 total_energy_ev=-7321.664 e_above_lowest_ev=1.365 gap_ev=9.68 max_force_ev_per_a=1.502 smiles="C=CN.CCN" mol_weight_g_mol=88.154
C -2.36069 0.64268 0.90324 -0.80
C -2.51858 1.36839 -0.19823 0.08
N -2.76366 0.83484 -1.47508 -0.53
H -2.28504 -0.43970 0.81096 0.20
H -2.47111 0.98877 1.91929 0.26
H -2.55108 2.44969 -0.15241 0.32
H -3.57999 1.22718 -1.91577 0.23
H -2.90012 -0.16389 -1.49445 0.22
C 2.30787 -1.74395 0.48444 -0.88
C 2.57654 -0.23306 0.35593 -0.35
N 1.57669 0.40360 -0.46245 -0.49
H 2.36643 -2.21044 -0.49612 0.26
H 1.28966 -1.81329 0.88090 0.21
H 2.91407 -2.25959 1.23453 0.32
H 3.55665 0.05537 -0.03186 0.31
H 2.57052 0.22702 1.34985 0.26
H 0.58886 0.36419 -0.24794 0.18
H 1.68298 0.30217 -1.46484 0.19

(4)
65
Properties=species:S:1:pos:R:3:mulliken_charge:R:1 method="wB97M-V/def2-TZVPD" spin_multiplicity=5 total_energy_ev=-80508.514 gap_ev="7.08 / 3.11" max_force_ev_per_a=3.368 charge=+3 mol_weight_g_mol=747.717
Pd -1.01559 0.90100 -0.70946 -0.59
O -0.29362 1.17317 1.62689 -0.48
S -1.69796 0.64590 1.54380 0.68
C -2.21544 0.38036 3.26075 0.53
C -1.57573 1.03797 4.31799 -0.18
C -1.98401 0.81639 5.63420 -0.85
C -3.02686 -0.06967 5.90110 -0.40
C -3.66031 -0.73827 4.85407 -0.81
C -3.25439 -0.51717 3.53646 -0.10
C -2.75327 2.10645 1.32651 0.08
C -4.10961 1.94403 1.01614 -0.11
C -4.92840 3.06077 0.83533 -0.70
C -4.39586 4.34372 0.95436 -0.41
C -3.04422 4.51324 1.25003 -0.72
C -2.22399 3.39829 1.43190 0.09
H -0.75610 1.72528 4.11969 0.41
H -1.48513 1.33310 6.45018 0.42
H -3.34240 -0.24271 6.92698 0.43
H -4.46801 -1.43442 5.06549 0.42
H -3.75204 -1.05213 2.73202 0.42
H -4.53959 0.95157 0.91303 0.36
H -5.98177 2.93081 0.59947 0.44
H -5.03334 5.21287 0.81273 0.43
H -2.62618 5.51287 1.33720 0.43
H -1.16918 3.54261 1.65658 0.41
C 4.54374 -4.26931 0.65581 -0.38
C 4.34844 -3.17181 1.49726 -0.72
C 3.34261 -2.24193 1.21439 -0.38
C 2.52513 -2.40004 0.08619 0.68
C 2.72883 -3.50688 -0.75441 -0.14
C 3.73351 -4.43672 -0.46904 -0.62
Sb 0.97704 -0.93448 -0.31382 1.29
C 0.14833 -1.92917 -2.06666 0.46
C 0.18597 -1.44790 -3.38396 -0.23
C -0.37896 -2.19083 -4.42684 -0.70
C -0.99198 -3.41749 -4.16450 -0.66
C -1.04720 -3.90001 -2.85657 -0.70
C -0.48439 -3.15776 -1.81513 -0.59
C 2.39077 0.64283 -0.83617 0.92
C 3.17618 1.14261 0.21517 -0.68
C 4.11561 2.15272 -0.00794 -0.88
C 4.27595 2.68440 -1.28720 -0.55
C 3.49559 2.20539 -2.34033 -0.58
C 2.55831 1.19059 -2.11721 0.78
H 5.32132 -4.98959 0.87522 0.46
H 4.97514 -3.04239 2.37022 0.45
H 3.19904 -1.40481 1.88007 0.36
H 2.12379 -3.65815 -1.63306 0.41
H 3.88424 -5.28714 -1.12177 0.46
H 0.63513 -0.51288 -3.62867 -0.42
H -0.34084 -1.81386 -5.44082 0.46
H -1.42643 -3.99111 -4.97320 0.45
H -1.52400 -4.84920 -2.64904 0.46
H -0.53135 -3.54453 -0.80557 0.51
H 3.06109 0.75046 1.21421 0.27
H 4.71728 2.52370 0.81216 0.44
H 5.00211 3.46782 -1.46226 0.44
H 3.61568 2.62177 -3.33239 0.50
H 1.98103 0.85997 -2.94837 0.27
Cl -0.34893 1.15022 -2.91087 0.34
C 0.16892 1.33578 -4.59030 -0.36
Cl 1.76309 0.61840 -4.84886 -0.04
H 0.21438 2.40028 -4.83289 0.42
H -0.55427 0.83987 -5.24233 0.41
H -2.24688 2.03517 -0.95393 0.22

(5)
74
Properties=species:S:1:pos:R:3:mulliken_charge:R:1 method="wB97M-V/def2-TZVPD" spin_multiplicity=1 total_energy_ev=-92131.881 gap_ev=8.86 max_force_ev_per_a=0.457 mol_weight_g_mol=676.660
Be 2.32996 -0.09643 0.50435 1.16
C -3.79854 1.57659 -3.90680 -0.65
S -4.36993 -0.04639 -3.37445 -0.14
C -3.84292 -0.01388 -1.64654 -0.94
C -2.33473 -0.04777 -1.45584 1.24
C -1.95816 -0.05004 0.02399 -1.12
N -0.50340 -0.05248 0.24031 0.88
P 0.51853 -1.40003 0.35719 0.17
C 0.06090 -2.49471 -1.00466 0.43
C 0.55734 -2.16325 -2.26550 -0.19
C 0.20045 -2.91635 -3.37181 -0.75
C -0.64709 -4.00683 -3.22179 -0.54
C -1.12590 -4.35261 -1.96546 -0.77
C -0.76852 -3.60118 -0.85485 -0.31
C 0.20312 -2.34030 1.87052 0.70
C -0.98907 -2.36795 2.59291 -0.03
C -1.08323 -3.12649 3.75086 -0.84
C 0.00684 -3.86732 4.18646 -0.60
C 1.19609 -3.84175 3.47352 -0.69
C 1.30142 -3.07310 2.32367 -0.72
P 0.48591 1.33823 0.32292 -0.09
C -0.04652 2.40310 -1.04621 -0.11
C 0.63389 2.25452 -2.25361 -0.04
C 0.22971 2.96776 -3.37374 -0.62
C -0.84838 3.83748 -3.28779 -0.60
C -1.52145 4.00030 -2.08249 -0.76
C -1.12156 3.28662 -0.96367 -0.28
C -0.01520 2.22597 1.81675 0.44
C -0.65026 1.55441 2.85718 -0.32
C -0.91681 2.20938 4.05179 -0.65
C -0.54096 3.53414 4.21589 -0.52
C 0.10850 4.20335 3.18666 -0.71
C 0.37536 3.55294 1.99327 -0.45
H -4.13529 1.70885 -4.93438 0.41
H -2.71254 1.65678 -3.88608 0.08
H -4.23479 2.36486 -3.29115 0.23
H -4.30487 -0.89424 -1.19220 0.40
H -4.27740 0.86347 -1.15758 0.40
H -1.87504 0.81751 -1.93663 -0.63
H -1.92438 -0.93670 -1.93672 -0.04
H -2.39747 -0.92695 0.50029 0.22
H -2.37694 0.82453 0.53164 0.45
H 1.23011 -1.31855 -2.37733 0.25
H 0.58988 -2.65921 -4.34799 0.44
H -0.92511 -4.59584 -4.08638 0.40
H -1.77548 -5.21102 -1.84817 0.43
H -1.13327 -3.87852 0.12813 0.44
H -1.84356 -1.79382 2.26536 0.22
H -2.00902 -3.14052 4.31259 0.44
H -0.06878 -4.45978 5.08998 0.38
H 2.05120 -4.40838 3.82093 0.44
H 2.24165 -3.02523 1.78325 0.40
H 1.48777 1.58636 -2.31025 0.43
H 0.76394 2.85122 -4.30884 0.45
H -1.16159 4.39775 -4.16068 0.42
H -2.35688 4.68666 -2.01544 0.44
H -1.64236 3.41814 -0.02191 0.43
H -0.92440 0.51295 2.74471 0.29
H -1.41133 1.67805 4.85578 0.45
H -0.74384 4.04453 5.14993 0.39
H 0.42163 5.23179 3.31818 0.41
H 0.90635 4.07418 1.20488 0.47
F 6.88221 -1.18460 -0.43602 -0.22
C 5.79477 -0.54280 -0.01764 0.57
F 5.65903 -0.74512 1.29226 -0.22
F 5.95199 0.75777 -0.23988 -0.22
S 4.31826 -1.17614 -0.91898 1.18
O 4.70888 -1.25554 -2.28682 -0.64
O 3.90508 -2.35398 -0.21389 -0.65
O 3.33979 -0.05621 -0.70009 -0.57
O 3.32457 2.10933 1.92620 -0.50
C 3.23608 1.03953 2.49459 -0.17
O 2.70001 -0.04351 1.99050 -0.07
H 3.59582 0.89650 3.52279 0.38

Repeat the fourth record exactly.
65
Properties=species:S:1:pos:R:3:mulliken_charge:R:1 method="wB97M-V/def2-TZVPD" spin_multiplicity=5 total_energy_ev=-80508.514 gap_ev="7.08 / 3.11" max_force_ev_per_a=3.368 charge=+3 mol_weight_g_mol=747.717
Pd -1.01559 0.90100 -0.70946 -0.59
O -0.29362 1.17317 1.62689 -0.48
S -1.69796 0.64590 1.54380 0.68
C -2.21544 0.38036 3.26075 0.53
C -1.57573 1.03797 4.31799 -0.18
C -1.98401 0.81639 5.63420 -0.85
C -3.02686 -0.06967 5.90110 -0.40
C -3.66031 -0.73827 4.85407 -0.81
C -3.25439 -0.51717 3.53646 -0.10
C -2.75327 2.10645 1.32651 0.08
C -4.10961 1.94403 1.01614 -0.11
C -4.92840 3.06077 0.83533 -0.70
C -4.39586 4.34372 0.95436 -0.41
C -3.04422 4.51324 1.25003 -0.72
C -2.22399 3.39829 1.43190 0.09
H -0.75610 1.72528 4.11969 0.41
H -1.48513 1.33310 6.45018 0.42
H -3.34240 -0.24271 6.92698 0.43
H -4.46801 -1.43442 5.06549 0.42
H -3.75204 -1.05213 2.73202 0.42
H -4.53959 0.95157 0.91303 0.36
H -5.98177 2.93081 0.59947 0.44
H -5.03334 5.21287 0.81273 0.43
H -2.62618 5.51287 1.33720 0.43
H -1.16918 3.54261 1.65658 0.41
C 4.54374 -4.26931 0.65581 -0.38
C 4.34844 -3.17181 1.49726 -0.72
C 3.34261 -2.24193 1.21439 -0.38
C 2.52513 -2.40004 0.08619 0.68
C 2.72883 -3.50688 -0.75441 -0.14
C 3.73351 -4.43672 -0.46904 -0.62
Sb 0.97704 -0.93448 -0.31382 1.29
C 0.14833 -1.92917 -2.06666 0.46
C 0.18597 -1.44790 -3.38396 -0.23
C -0.37896 -2.19083 -4.42684 -0.70
C -0.99198 -3.41749 -4.16450 -0.66
C -1.04720 -3.90001 -2.85657 -0.70
C -0.48439 -3.15776 -1.81513 -0.59
C 2.39077 0.64283 -0.83617 0.92
C 3.17618 1.14261 0.21517 -0.68
C 4.11561 2.15272 -0.00794 -0.88
C 4.27595 2.68440 -1.28720 -0.55
C 3.49559 2.20539 -2.34033 -0.58
C 2.55831 1.19059 -2.11721 0.78
H 5.32132 -4.98959 0.87522 0.46
H 4.97514 -3.04239 2.37022 0.45
H 3.19904 -1.40481 1.88007 0.36
H 2.12379 -3.65815 -1.63306 0.41
H 3.88424 -5.28714 -1.12177 0.46
H 0.63513 -0.51288 -3.62867 -0.42
H -0.34084 -1.81386 -5.44082 0.46
H -1.42643 -3.99111 -4.97320 0.45
H -1.52400 -4.84920 -2.64904 0.46
H -0.53135 -3.54453 -0.80557 0.51
H 3.06109 0.75046 1.21421 0.27
H 4.71728 2.52370 0.81216 0.44
H 5.00211 3.46782 -1.46226 0.44
H 3.61568 2.62177 -3.33239 0.50
H 1.98103 0.85997 -2.94837 0.27
Cl -0.34893 1.15022 -2.91087 0.34
C 0.16892 1.33578 -4.59030 -0.36
Cl 1.76309 0.61840 -4.84886 -0.04
H 0.21438 2.40028 -4.83289 0.42
H -0.55427 0.83987 -5.24233 0.41
H -2.24688 2.03517 -0.95393 0.22